Record 1
{
  "formula": "C40H32BrF4OPPtTe",
  "method": "the ωB97M-V functional and the def2-TZVPD basis",
  "symbols": ["Pt", "F", "C", "C", "F", "C", "F", "C", "P", "C", "C", "C", "C", "C", "C", "C", "C", "C", "C", "C", "C", "C", "Br", "C", "F", "H", "H", "H", "H", "H", "H", "H", "H", "H", "H", "Te", "C", "C", "C", "C", "C", "C", "C", "C", "C", "C", "C", "C", "H", "H", "H", "H", "H", "H", "H", "H", "H", "H", "C", "C", "C", "C", "C", "C", "C", "O", "C", "C", "C", "H", "H", "H", "H", "H", "H", "H", "H", "H", "H", "H", "H"],
  "positions_angstrom": [[-0.793, -0.869, -0.085], [6.189, 0.324, -1.067], [4.901, 0.476, -0.855], [4.374, 1.736, -0.625], [5.160, 2.793, -0.616], [3.015, 1.868, -0.396], [2.547, 3.090, -0.157], [2.148, 0.779, -0.391], [0.376, 1.091, -0.125], [0.003, 2.384, -1.331], [-0.773, 3.492, -1.010], [-1.024, 4.458, -1.974], [-0.506, 4.324, -3.253], [0.276, 3.221, -3.575], [0.531, 2.254, -2.618], [0.210, 1.739, 1.551], [-1.078, 2.036, 2.008], [-1.274, 2.477, 3.305], [-0.190, 2.605, 4.164], [1.087, 2.290, 3.723], [1.291, 1.857, 2.421], [2.705, -0.479, -0.628], [1.697, -2.079, -0.659], [4.061, -0.630, -0.854], [4.587, -1.826, -1.075], [-1.158, 3.629, -0.009], [-1.613, 5.328, -1.716], [-0.694, 5.087, -3.996], [0.699, 3.126, -4.566], [1.161, 1.407, -2.868], [-1.927, 1.916, 1.345], [-2.271, 2.717, 3.650], [-0.342, 2.948, 5.179], [1.932, 2.389, 4.392], [2.294, 1.612, 2.097], [-3.497, -0.582, -0.643], [-3.797, 1.362, -1.361], [-4.125, 2.326, -0.411], [-4.476, 3.601, -0.828], [-4.497, 3.906, -2.182], [-4.179, 2.936, -3.123], [-3.839, 1.654, -2.720], [-2.126, -1.333, -2.064], [-2.104, -2.724, -2.312], [-1.271, -3.228, -3.283], [-0.456, -2.369, -4.031], [-0.481, -1.005, -3.809], [-1.316, -0.475, -2.831], [-4.136, 2.088, 0.647], [-4.745, 4.350, -0.096], [-4.781, 4.898, -2.506], [-4.218, 3.170, -4.179], [-3.637, 0.894, -3.465], [-2.748, -3.386, -1.748], [-1.262, -4.290, -3.484], [0.183, -2.779, -4.802], [0.131, -0.342, -4.406], [-1.375, 0.595, -2.690], [4.005, -2.999, 3.716], [2.635, -3.202, 3.142], [2.312, -4.379, 2.477], [1.058, -4.580, 1.920], [0.763, -5.874, 1.205], [0.114, -3.536, 2.001], [-1.118, -3.706, 1.263], [-1.695, -2.823, 0.612], [0.397, -2.356, 2.726], [-0.659, -1.330, 3.049], [1.654, -2.216, 3.279], [4.469, -3.947, 3.981], [3.976, -2.364, 4.600], [4.651, -2.513, 2.980], [3.053, -5.165, 2.400], [1.611, -6.549, 1.284], [0.563, -5.722, 0.143], [-0.101, -6.383, 1.637], [-1.570, -4.704, 1.231], [-1.510, -1.793, 3.553], [-1.077, -0.809, 2.176], [-0.252, -0.557, 3.698], [1.874, -1.332, 3.868]],
  "spin_multiplicity": 3,
  "total_energy_ha": -5320.29590,
  "e_homo_ev": [-13.1, -14.2],
  "lumo_ev": [-5.57, -8.03],
  "relative_energy_kcal_mol": 0.0,
  "charge": 2,
  "homo_lumo_gap_ev": [7.57, 6.19]
}


Record 2
{
  "formula": "C40H32BrN2O4S4Tc",
  "method": "the ωB97M-V functional and the def2-TZVPD basis",
  "symbols": ["Tc", "Br", "C", "C", "C", "C", "C", "C", "C", "C", "C", "C", "H", "H", "H", "H", "H", "H", "C", "C", "C", "C", "C", "C", "C", "S", "O", "O", "N", "C", "C", "C", "C", "C", "C", "C", "C", "N", "C", "H", "H", "H", "H", "H", "H", "H", "H", "H", "H", "H", "H", "H", "C", "O", "C", "S", "S", "H", "H", "H", "O", "S", "C", "C", "C", "C", "C", "C", "C", "C", "C", "C", "C", "C", "H", "H", "H", "H", "H", "H", "H", "H", "H", "H"],
  "positions_angstrom": [[0.199, 0.734, 0.697], [-2.325, 0.145, 0.411], [-2.271, -0.026, -1.518], [-3.445, -0.094, -2.213], [-3.399, -0.107, -3.611], [-2.189, -0.061, -4.250], [-0.977, -0.020, -3.530], [0.268, 0.011, -4.192], [1.423, 0.074, -3.463], [1.383, 0.102, -2.061], [0.209, 0.054, -1.330], [-0.993, 0.001, -2.100], [-4.389, -0.131, -1.696], [-4.323, -0.134, -4.167], [-2.146, -0.054, -5.329], [0.288, 0.004, -5.273], [2.379, 0.119, -3.963], [2.326, 0.183, -1.547], [-5.855, 5.252, 1.180], [-4.432, 4.811, 1.079], [-3.970, 3.733, 1.828], [-2.639, 3.359, 1.787], [-1.770, 4.044, 0.959], [-2.212, 5.092, 0.172], [-3.536, 5.485, 0.247], [-0.063, 3.552, 0.830], [0.056, 2.757, -0.406], [0.803, 4.673, 0.979], [0.151, 2.350, 1.890], [0.391, 2.165, 3.200], [0.692, 3.126, 4.157], [0.855, 2.741, 5.487], [0.664, 1.437, 5.884], [0.341, 0.439, 4.940], [0.061, -0.905, 5.270], [-0.262, -1.782, 4.270], [-0.233, -1.361, 2.934], [0.028, -0.110, 2.580], [0.267, 0.795, 3.575], [-6.459, 4.496, 1.674], [-6.271, 5.462, 0.197], [-5.914, 6.170, 1.763], [-4.654, 3.174, 2.450], [-2.283, 2.542, 2.400], [-1.508, 5.582, -0.482], [-3.879, 6.320, -0.347], [0.812, 4.154, 3.853], [1.113, 3.496, 6.217], [0.741, 1.159, 6.924], [0.094, -1.213, 6.303], [-0.517, -2.806, 4.484], [-0.450, -2.063, 2.138], [5.289, -2.002, 2.138], [4.585, -0.893, 1.588], [3.273, -0.883, 1.641], [2.611, 0.555, 0.931], [2.382, -2.099, 2.312], [5.076, -2.100, 3.207], [6.342, -1.782, 1.975], [5.013, -2.932, 1.631], [2.671, -3.805, -0.014], [1.996, -2.740, -0.772], [0.352, -3.396, -1.171], [-0.361, -2.988, -2.284], [-1.655, -3.447, -2.467], [-2.236, -4.294, -1.538], [-1.520, -4.689, -0.420], [-0.227, -4.231, -0.229], [2.862, -2.677, -2.381], [4.016, -1.909, -2.329], [4.772, -1.718, -3.471], [4.362, -2.285, -4.667], [3.232, -3.085, -4.701], [2.477, -3.295, -3.556], [0.092, -2.336, -3.011], [-2.207, -3.134, -3.339], [-3.244, -4.650, -1.690], [-1.968, -5.351, 0.304], [0.350, -4.530, 0.631], [4.327, -1.476, -1.389], [5.676, -1.131, -3.424], [4.933, -2.121, -5.570], [2.931, -3.555, -5.625], [1.615, -3.945, -3.594]],
  "spin_multiplicity": 4,
  "total_energy_ha": -6201.22506,
  "e_homo_ev": [-10.4, -10.4],
  "lumo_ev": [-3.58, -4.70],
  "relative_energy_kcal_mol": 30.6,
  "charge": 1,
  "homo_lumo_gap_ev": [6.78, 5.68]
}


Record 3
{
  "formula": "C40H32MoN2O3P2S2",
  "method": "the ωB97M-V functional and the def2-TZVPD basis",
  "symbols": ["Mo", "S", "P", "C", "P", "S", "C", "C", "C", "C", "C", "C", "C", "C", "C", "C", "C", "C", "C", "C", "C", "C", "C", "C", "C", "C", "C", "C", "C", "C", "H", "H", "H", "H", "H", "H", "H", "H", "H", "H", "H", "H", "H", "H", "H", "H", "H", "H", "H", "H", "C", "O", "C", "C", "C", "C", "C", "C", "N", "N", "C", "O", "C", "C", "C", "C", "C", "C", "C", "O", "H", "H", "H", "H", "H", "H", "H", "H", "H", "H", "H", "H"],
  "positions_angstrom": [[-1.502, -0.718, -0.056], [-1.395, -1.223, 2.348], [0.491, -0.442, 2.023], [0.484, -0.263, 0.267], [0.718, 1.301, -0.522], [-1.248, 1.777, -0.810], [1.324, 1.075, -2.211], [1.276, 2.225, -2.999], [1.623, 2.150, -4.333], [2.024, 0.936, -4.871], [2.069, -0.203, -4.083], [1.710, -0.146, -2.747], [1.662, 2.570, 0.334], [1.091, 3.753, 0.779], [1.880, 4.644, 1.484], [3.213, 4.353, 1.725], [3.779, 3.177, 1.256], [3.004, 2.275, 0.557], [0.470, 1.123, 2.943], [1.507, 1.467, 3.803], [1.411, 2.635, 4.541], [0.299, 3.452, 4.414], [-0.726, 3.114, 3.542], [-0.645, 1.947, 2.808], [1.728, -1.574, 2.674], [2.725, -2.091, 1.855], [3.633, -2.985, 2.393], [3.540, -3.354, 3.727], [2.544, -2.830, 4.539], [1.629, -1.937, 4.016], [0.954, 3.160, -2.558], [1.581, 3.034, -4.950], [2.306, 0.881, -5.910], [2.391, -1.140, -4.509], [1.740, -1.033, -2.125], [0.052, 3.969, 0.570], [1.452, 5.564, 1.848], [3.819, 5.051, 2.279], [4.819, 2.963, 1.436], [3.418, 1.353, 0.171], [2.364, 0.817, 3.913], [2.198, 2.892, 5.233], [0.223, 4.348, 5.009], [-1.594, 3.747, 3.450], [-1.462, 1.657, 2.147], [2.781, -1.786, 0.818], [4.412, -3.394, 1.770], [4.247, -4.057, 4.137], [2.478, -3.118, 5.576], [0.840, -1.513, 4.624], [-6.156, 2.360, 0.991], [-5.179, 1.438, 0.526], [-4.984, 1.313, -0.797], [-5.688, 1.977, -1.800], [-5.387, 1.773, -3.144], [-4.388, 0.906, -3.523], [-3.636, 0.219, -2.553], [-2.650, -0.736, -2.927], [-1.832, -1.308, -2.085], [-1.127, -2.363, -2.463], [-0.640, -3.006, -1.434], [-0.851, -2.483, -0.253], [0.071, -4.253, -1.627], [0.411, -4.639, -2.930], [1.025, -5.853, -3.153], [1.303, -6.696, -2.083], [0.967, -6.322, -0.788], [0.365, -5.101, -0.552], [-3.938, 0.436, -1.176], [-3.144, -0.151, -0.302], [-6.199, 2.223, 2.069], [-7.142, 2.161, 0.565], [-5.854, 3.386, 0.764], [-6.465, 2.678, -1.537], [-5.940, 2.318, -3.895], [-4.141, 0.768, -4.562], [-2.610, -1.061, -3.966], [0.171, -3.973, -3.743], [1.270, -6.153, -4.161], [1.774, -7.650, -2.266], [1.164, -7.002, 0.027], [0.096, -4.812, 0.454]],
  "spin_multiplicity": 1,
  "total_energy_ha": -3425.48730,
  "e_homo_ev": [-13.4, -13.4],
  "lumo_ev": [-7.19, -7.99],
  "charge": 2,
  "homo_lumo_gap_ev": [6.22, 5.38]
}


Record 4
{
  "formula": "C40H32N10O3PSn",
  "method": "the ωB97M-V functional and the def2-TZVPD basis",
  "symbols": ["Sn", "O", "N", "C", "C", "C", "C", "C", "C", "C", "P", "C", "C", "C", "C", "C", "C", "C", "C", "C", "C", "C", "C", "H", "H", "H", "H", "H", "H", "H", "H", "H", "H", "H", "H", "H", "H", "H", "H", "C", "N", "C", "N", "C", "N", "C", "C", "C", "C", "C", "C", "C", "N", "N", "C", "O", "C", "C", "C", "C", "C", "C", "N", "C", "N", "C", "N", "C", "H", "H", "H", "H", "H", "H", "H", "H", "H", "H", "H", "H", "H", "H", "H", "H", "O", "C", "N"],
  "positions_angstrom": [[1.334, -0.157, -1.072], [3.691, 1.002, 0.548], [4.104, -0.137, -0.181], [4.670, -1.060, 0.485], [4.942, -1.048, 1.917], [6.178, -1.473, 2.406], [6.466, -1.343, 3.753], [5.527, -0.826, 4.632], [4.272, -0.458, 4.178], [3.995, -0.548, 2.816], [2.292, -0.159, 2.331], [1.284, -1.421, 3.129], [1.309, -2.699, 2.565], [0.594, -3.724, 3.152], [-0.163, -3.476, 4.291], [-0.167, -2.212, 4.863], [0.552, -1.176, 4.293], [1.801, 1.468, 2.855], [2.763, 2.464, 3.061], [2.366, 3.691, 3.556], [1.021, 3.935, 3.821], [0.056, 2.967, 3.554], [0.438, 1.744, 3.037], [3.801, 1.749, -0.062], [5.035, -1.888, -0.111], [6.921, -1.864, 1.727], [7.436, -1.644, 4.116], [5.767, -0.708, 5.679], [3.526, -0.088, 4.868], [1.883, -2.868, 1.662], [0.611, -4.714, 2.730], [-0.750, -4.268, 4.732], [-0.733, -2.034, 5.765], [0.576, -0.207, 4.772], [3.806, 2.260, 2.861], [3.099, 4.462, 3.736], [0.716, 4.893, 4.215], [-0.988, 3.174, 3.733], [-0.297, 0.992, 2.782], [-0.592, 4.875, -3.071], [0.036, 4.015, -2.111], [0.994, 3.108, -2.292], [1.173, 2.428, -1.165], [0.271, 2.987, -0.314], [-0.424, 3.935, -0.867], [-1.426, 4.095, -4.059], [-1.654, 4.637, -5.327], [-2.457, 3.983, -6.250], [-3.079, 2.800, -5.909], [-2.851, 2.247, -4.638], [-2.008, 2.886, -3.721], [-3.593, 1.082, -4.238], [-4.833, 0.827, -4.592], [-5.248, -0.193, -3.914], [-4.262, -0.621, -3.157], [-3.177, 0.167, -3.331], [-4.329, -1.769, -2.296], [-5.576, -2.106, -1.747], [-5.682, -3.214, -0.930], [-4.572, -4.009, -0.692], [-3.330, -3.692, -1.255], [-2.173, -4.629, -1.001], [-0.907, -3.982, -1.183], [-0.397, -2.970, -0.490], [0.748, -2.590, -1.045], [0.883, -3.436, -2.104], [-0.109, -4.272, -2.203], [-3.203, -2.561, -2.043], [0.162, 5.470, -3.591], [-1.239, 5.547, -2.496], [1.551, 2.970, -3.200], [0.146, 2.675, 0.702], [-1.209, 5.584, -5.588], [-2.611, 4.412, -7.227], [-3.724, 2.287, -6.604], [-1.871, 2.448, -2.740], [-6.430, -1.482, -1.953], [-6.624, -3.462, -0.469], [-4.665, -4.897, -0.083], [-2.207, -5.467, -1.705], [-2.238, -5.023, 0.017], [-0.849, -2.517, 0.369], [1.712, -3.425, -2.781], [-2.261, -2.307, -2.514], [-3.032, 0.309, -0.450], [-1.879, 0.197, -0.462], [-0.694, 0.048, -0.471]],
  "spin_multiplicity": 1,
  "total_energy_ha": -2871.41087,
  "e_homo_ev": [-16.3, -16.1],
  "lumo_ev": [-10.67, -11.15],
  "relative_energy_kcal_mol": 12.6,
  "charge": 3,
  "homo_lumo_gap_ev": [5.67, 4.98]
}


Record 5
{
  "formula": "C40H33BiCl3GeN14O5S2",
  "method": "the ωB97M-V functional and the def2-TZVPD basis",
  "symbols": ["Bi", "N", "C", "C", "C", "C", "C", "C", "N", "C", "C", "C", "S", "C", "N", "H", "H", "H", "H", "H", "H", "H", "C", "N", "C", "N", "C", "N", "C", "C", "C", "C", "C", "C", "C", "N", "N", "C", "O", "C", "C", "C", "C", "C", "C", "N", "C", "N", "C", "N", "C", "H", "H", "H", "H", "H", "H", "H", "H", "H", "H", "H", "H", "H", "H", "H", "H", "O", "S", "O", "N", "C", "O", "C", "C", "C", "C", "C", "C", "H", "H", "H", "H", "C", "N", "C", "C", "N", "H", "H", "H", "H", "H", "H", "O", "Cl", "Ge", "Cl", "Cl"],
  "positions_angstrom": [[-0.626, 0.410, -1.241], [-5.073, -1.030, -3.429], [-4.502, -1.110, -4.688], [-5.014, -1.488, -5.921], [-4.140, -1.488, -6.993], [-2.809, -1.065, -6.844], [-2.339, -0.730, -5.605], [-3.146, -0.810, -4.479], [-2.898, -0.616, -3.133], [-4.064, -0.737, -2.563], [-4.231, -0.640, -1.112], [-5.373, -0.813, -0.390], [-5.054, -0.696, 1.282], [-3.399, -0.361, 0.919], [-3.117, -0.404, -0.349], [-6.040, -1.171, -3.199], [-6.054, -1.766, -6.033], [-4.482, -1.775, -7.977], [-2.180, -0.971, -7.720], [-0.609, 0.547, -6.047], [-6.373, -0.982, -0.757], [-2.211, 0.119, 2.541], [-2.668, 1.539, 4.850], [-2.241, 0.774, 3.714], [-1.214, 0.982, 2.837], [-1.103, 0.016, 1.936], [-2.406, -0.915, 2.052], [-2.888, -0.637, 3.439], [-1.828, 1.275, 6.087], [-2.143, 1.939, 7.266], [-1.365, 1.771, 8.397], [-0.258, 0.947, 8.369], [0.062, 0.264, 7.200], [-0.731, 0.417, 6.057], [1.255, -0.585, 7.186], [2.039, -0.847, 8.173], [3.051, -1.641, 7.675], [2.801, -1.823, 6.428], [1.666, -1.179, 6.030], [3.595, -2.603, 5.478], [4.802, -3.132, 5.935], [5.600, -3.857, 5.073], [5.193, -4.068, 3.766], [3.981, -3.570, 3.311], [3.555, -3.928, 1.908], [2.707, -2.970, 1.248], [1.392, -3.056, 1.011], [0.968, -1.979, 0.396], [2.099, -1.233, 0.282], [3.176, -1.794, 0.785], [3.183, -2.820, 4.169], [-3.716, 1.301, 5.029], [-2.608, 2.594, 4.574], [-0.568, 1.849, 2.838], [-2.230, -1.953, 1.797], [-2.998, 2.606, 7.296], [-1.618, 2.299, 9.307], [0.366, 0.820, 9.243], [-0.484, -0.131, 5.157], [5.102, -2.950, 6.957], [6.544, -4.256, 5.417], [5.824, -4.636, 3.091], [2.995, -4.865, 1.917], [4.440, -4.080, 1.290], [0.802, -3.914, 1.291], [2.111, -0.261, -0.186], [2.244, -2.405, 3.822], [-3.692, 5.646, -4.231], [-2.927, 4.560, -4.778], [-3.127, 4.243, -6.169], [-3.061, 3.224, -3.854], [-1.910, 2.894, -3.319], [-1.746, 1.875, -2.591], [-0.776, 3.826, -3.626], [0.524, 3.796, -3.154], [1.393, 4.791, -3.585], [0.966, 5.789, -4.458], [-0.350, 5.827, -4.910], [-1.196, 4.832, -4.471], [0.834, 3.043, -2.440], [2.415, 4.803, -3.225], [1.662, 6.555, -4.776], [-0.697, 6.609, -5.572], [5.148, -0.855, -2.938], [4.075, -0.168, -3.645], [4.416, 0.641, -4.810], [2.975, 0.124, -2.981], [2.014, 0.315, -2.367], [5.740, -1.409, -3.666], [4.721, -1.558, -2.227], [5.797, -0.155, -2.405], [5.023, 0.037, -5.483], [4.973, 1.539, -4.528], [3.504, 0.928, -5.328], [-0.257, 1.917, -0.161], [-1.303, -3.360, -4.313], [-0.398, -1.396, -4.493], [1.541, -2.272, -5.142], [-1.034, 1.632, -6.515]],
  "spin_multiplicity": 2,
  "total_energy_ha": -7155.02434,
  "e_homo_ev": [-8.3, -8.3],
  "lumo_ev": [-0.41, -2.31],
  "relative_energy_kcal_mol": 302.0,
  "homo_lumo_gap_ev": [7.93, 6.02]
}